Record 1
Entry from the OMol25 dataset: one molecule with the formula C2H4NP at a distorted geometry (ωB97M-V/def2-TZVPD).

The geometry in XYZ format:
```
8
Properties=species:S:1:pos:R:3:mulliken_charge:R:1
C 1.1514 0.2966 0.3149 -0.9216
P -0.7241 0.6308 0.6592 0.0755
C -1.5717 -0.3862 -0.6817 0.0026
N -1.4780 -1.0875 0.3545 -0.3773
H 1.5789 1.2836 -0.1246 0.2430
H 1.6173 -0.5652 -0.1425 0.3654
H 1.4096 0.2059 1.3031 0.2872
H -1.9833 -0.3781 -1.6828 0.3252
```

Properties
**SMILES**: CP1=CN=1
**2S+1**: 1
**E_LUMO**: 1.09 eV
**Charge**: 0
**ΔE to the lowest compared entry with this formula, charge and spin**: 1.211 eV
**HOMO energy**: -0.33222 Ha


Record 2
Entry from the OMol25 dataset: C42H63B3I2O23 as an isolated structure at a distorted geometry (ωB97M-V/def2-TZVPD).

The geometry in XYZ format:
```
133
Properties=species:S:1:pos:R:3:mulliken_charge:R:1
C -0.9689 1.4588 7.2719 -1.2760
C -1.0565 0.0810 6.6132 0.3481
I -1.6302 -1.5124 7.9536 0.0401
C -0.8098 -0.1751 5.3269 -0.1475
I -0.2902 1.4129 3.9533 0.0129
B -0.8472 -1.6037 4.6582 0.1555
O -1.4019 -1.8536 3.3771 -0.2229
B -0.4427 -2.5022 2.5784 0.6332
O 0.6149 -3.2729 3.1016 -0.4921
B 0.8934 -2.9341 4.4374 0.4250
C 2.3334 -2.6956 5.0579 -0.1042
C 2.6273 -1.1662 5.3123 0.3009
O 3.8932 -0.8604 4.6677 -0.3340
C 4.1532 0.4856 4.6987 0.0553
O 3.7348 1.2522 3.9132 -0.3870
O -0.2578 -2.7427 5.2520 -0.2085
H -0.1135 1.4165 7.9858 0.3155
H -0.8136 2.2973 6.5755 0.3777
H -1.8651 1.6260 7.9080 0.3564
H -0.5110 -2.4361 1.3928 -0.2809
H 2.4150 -3.1744 6.0573 -0.2348
H 3.1126 -3.0466 4.3544 0.2434
H 1.8646 -0.4968 4.8646 -0.3545
H 2.6645 -0.9237 6.3963 0.3645
H 4.8422 0.8476 5.5039 0.3755
O -2.7187 2.9050 1.2720 -0.6420
C -2.9091 1.8241 0.7873 0.3358
O -3.7617 0.9017 1.3019 -0.3882
C -3.6668 -0.3159 0.5450 -0.0562
C -3.1046 0.0948 -0.8027 -0.6284
C -2.2167 1.2708 -0.4350 0.7595
H -3.0068 -1.0051 1.0782 -0.0821
H -4.6540 -0.7689 0.4590 0.3779
H -2.5783 -0.7106 -1.3137 0.1971
H -3.9138 0.4349 -1.4549 0.3233
H -1.2141 0.9493 -0.1592 -0.1546
H -2.1774 2.0110 -1.2311 -0.0937
O 0.1296 -0.5723 -1.1534 -0.6103
C 0.9461 0.1319 -1.6893 0.3821
O 0.6823 1.3927 -2.0954 -0.1818
C 1.8215 1.9254 -2.7962 -0.0994
C 3.0020 1.1046 -2.3131 -0.7290
C 2.3624 -0.2502 -2.0475 -0.1392
H 1.6487 1.8188 -3.8655 0.0129
H 1.9322 2.9810 -2.5625 0.2884
H 3.8244 1.0723 -3.0265 0.3759
H 3.3852 1.5196 -1.3772 0.2816
H 2.3442 -0.8758 -2.9435 0.0560
H 2.8455 -0.7736 -1.2245 0.3812
O 0.2835 3.6092 -4.4237 -0.4615
C -0.6746 4.2977 -4.2075 0.4976
O -1.4877 4.7756 -5.1813 -0.3347
C -2.4717 5.6510 -4.6034 -0.5152
C -2.5527 5.2492 -3.1427 -0.5074
C -1.1298 4.7949 -2.8546 -0.1888
H -2.1372 6.6831 -4.7334 0.2660
H -3.4215 5.5216 -5.1196 0.3564
H -2.8993 6.0523 -2.4939 0.3912
H -3.2372 4.4056 -3.0275 0.2036
H -0.4898 5.6246 -2.5484 0.3303
H -1.1001 3.9970 -2.1153 -0.0230
O 1.4432 3.9587 6.8512 -0.5405
C 2.2510 4.6577 6.3108 0.4292
O 1.9916 5.9250 5.8986 -0.3667
C 3.1285 6.4468 5.1931 -0.4242
C 4.3083 5.6218 5.6717 -0.5634
C 3.6656 4.2701 5.9442 -0.1073
H 2.9520 6.3366 4.1202 0.2429
H 3.2454 7.5046 5.4236 0.3340
H 5.1271 5.5845 4.9539 0.3260
H 4.6977 6.0378 6.6040 0.2759
H 3.6404 3.6414 5.0512 0.0719
H 4.1518 3.7480 6.7655 0.3244
O 3.1297 -4.4243 8.3952 -0.5743
C 3.2125 -5.4618 7.8036 0.5649
O 4.2233 -6.3509 7.9818 -0.3720
C 4.0869 -7.4330 7.0468 -0.4444
C 2.6225 -7.4348 6.6489 -0.6221
C 2.2650 -5.9591 6.7359 -0.0963
H 4.7484 -7.2433 6.1976 0.2462
H 4.3851 -8.3654 7.5234 0.3485
H 2.4431 -7.8759 5.6690 0.3467
H 2.0392 -7.9969 7.3817 0.2875
H 2.4759 -5.4332 5.8034 -0.0308
H 1.2288 -5.8116 7.0326 0.3879
O 1.4693 -2.0700 -4.8631 -0.5987
C 0.6317 -2.8365 -4.4736 0.4935
O -0.1456 -3.5787 -5.2992 -0.3782
C -1.1149 -4.3054 -4.5269 -0.4406
C -0.5303 -4.3876 -3.1289 -0.6189
C 0.2529 -3.0874 -3.0326 0.2827
H -2.0599 -3.7570 -4.5513 0.2523
H -1.2678 -5.2891 -4.9679 0.3493
H -1.2852 -4.5067 -2.3523 0.3286
H 0.1557 -5.2354 -3.0626 0.2931
H -0.3665 -2.2626 -2.6807 -0.3263
H 1.1371 -3.1938 -2.4086 0.3573
O 2.6486 2.3077 -9.9921 -0.6133
C 1.7732 2.5016 -9.1921 0.4282
O 0.8000 3.4320 -9.3424 -0.3888
C -0.0150 3.4751 -8.1564 -0.3254
C 0.1855 2.1305 -7.4896 -0.0684
C 1.6176 1.7914 -7.8670 -0.3978
H 0.3239 4.3041 -7.5305 0.2013
H -1.0539 3.6464 -8.4342 0.3381
H 0.0076 2.1532 -6.4161 0.0339
H -0.4920 1.3940 -7.9287 0.2380
H 2.3364 2.2047 -7.1562 0.2543
H 1.7617 0.7191 -7.9787 0.3260
O -1.6788 -1.4165 -10.0417 -0.5930
C -0.8342 -1.1232 -10.8382 0.4525
O 0.0253 -0.0850 -10.6723 -0.2421
C 0.8354 0.0653 -11.8504 -0.3799
C 0.7963 -1.2869 -12.5369 -0.5326
C -0.5899 -1.7945 -12.1724 -0.4389
H 0.4061 0.8573 -12.4689 0.2387
H 1.8457 0.3512 -11.5642 0.3069
H 0.9781 -1.2297 -13.6096 0.3442
H 1.5526 -1.9449 -12.1026 0.2781
H -1.3481 -1.4585 -12.8821 0.2607
H -0.6125 -2.8773 -12.0737 0.2802
O -6.6909 -2.8264 8.2779 -0.6008
C -6.3921 -2.1030 7.3725 0.4184
O -5.1138 -1.9071 6.9578 -0.2525
C -5.0859 -0.9027 5.9303 0.0671
C -6.4879 -0.8850 5.3518 -0.5613
C -7.3393 -1.2483 6.5592 -0.3688
H -4.8110 0.0525 6.3853 0.1518
H -4.3369 -1.1655 5.1841 -0.0275
H -6.7527 0.0680 4.8952 0.3612
H -6.5839 -1.6611 4.5888 0.2832
H -7.6139 -0.3689 7.1446 0.2536
H -8.2260 -1.8105 6.2761 0.2935
```

Properties
**2S+1**: 1
**E_LUMO**: -0.09 eV
**Charge**: 0
**HOMO energy**: -0.32240 Ha


Record 3
Entry from the OMol25 dataset: C29H29Br2N4O6STl as an isolated structure (ωB97M-V/def2-TZVPD).

The geometry in XYZ format:
```
72
Properties=species:S:1:pos:R:3:mulliken_charge:R:1
Tl -0.6640 0.4075 0.0022 0.8090
O 6.1478 -1.5658 -2.0655 -0.7322
C 5.1296 -2.0192 -2.6196 0.4278
O 5.0161 -2.6792 -3.6727 -0.7511
C 3.7895 -1.6971 -1.9035 0.0566
C 2.5808 -2.0948 -2.4629 -0.6945
C 1.3978 -1.7407 -1.8399 -0.4369
N 1.3592 -1.0373 -0.7072 -0.0025
C 2.5122 -0.6726 -0.1400 0.5806
C 3.7420 -0.9843 -0.7120 -0.4006
C 2.4277 0.1432 1.1594 -0.1257
O 3.4858 0.5430 1.6433 -0.7923
O 1.2521 0.3273 1.6243 -0.4559
H 2.5870 -2.6551 -3.3880 0.4524
H 0.4362 -2.0064 -2.2692 0.4555
H 4.6511 -0.6498 -0.2346 0.5951
Br -5.4059 -2.8663 -1.6254 -0.2507
C -4.0551 -3.4000 -0.4041 -0.0055
C -4.1154 -4.7005 0.1086 -0.3807
C -3.1615 -5.1518 0.9712 -0.0343
Br -3.3011 -6.9311 1.6402 -0.2960
C -2.0879 -4.3123 1.3626 1.1915
C -1.0454 -4.7063 2.2303 -0.6814
C -0.0482 -3.8267 2.5352 -1.3151
C -0.0898 -2.5333 1.9824 -0.2546
N -1.0492 -2.1354 1.1846 0.5054
C -2.0419 -2.9932 0.8498 -0.5868
C -3.0516 -2.4830 -0.0761 0.2968
O -2.9670 -1.2944 -0.5256 -0.9145
H -4.9283 -5.3467 -0.1930 0.3975
H -1.0500 -5.7090 2.6363 0.2943
H 0.7692 -4.1058 3.1866 0.4631
H 0.6855 -1.8014 2.1868 0.5306
N -4.7814 0.5276 -0.8289 0.0992
C -5.5712 1.3760 -0.8783 -0.3695
H -4.0720 -0.2780 -0.7629 0.3411
C 2.5431 2.8438 -6.3732 -1.3994
C 1.8481 2.3767 -5.1256 1.1565
C 0.4768 2.5250 -4.9581 -0.6436
C -0.1246 2.0379 -3.8084 -0.5944
N 0.5438 1.4287 -2.8317 -0.0045
C 1.8609 1.2989 -2.9878 -0.1890
C 2.5478 1.7501 -4.1054 -0.9118
H 1.9800 3.6337 -6.8714 0.3721
H 2.6538 2.0164 -7.0775 0.2671
H 3.5423 3.2178 -6.1502 0.3693
H -0.1239 3.0110 -5.7181 0.3272
H -1.1962 2.1341 -3.6657 0.4128
H 2.3995 0.8061 -2.1874 0.4607
H 3.6177 1.5943 -4.1680 0.4130
C 2.2287 0.7713 4.8100 -1.5170
C 0.8189 0.2000 4.8292 0.9156
C -0.1811 1.1218 5.5214 -0.9235
S -0.6454 2.5425 4.4979 0.5198
O -1.3041 3.5201 5.4242 -0.7406
C -1.9544 1.7025 3.5773 0.0017
C -2.5779 2.5837 2.4958 -0.1573
C -3.5647 3.6136 3.0345 -1.3675
H 2.9206 0.0989 4.3063 0.3476
H 2.5906 0.9629 5.8257 0.4414
H 2.2610 1.6967 4.2367 0.3224
H 0.7988 -0.7709 5.3332 0.3936
H 0.5178 0.0261 3.7937 -0.6814
H 0.2527 1.5914 6.4082 0.4331
H -1.0996 0.6158 5.8272 0.3776
H -2.7008 1.4007 4.3185 0.4074
H -1.5077 0.8119 3.1299 -0.2777
H -3.0845 1.9331 1.7786 0.1229
H -1.7792 3.0747 1.9319 0.2774
H -4.4032 3.1159 3.5274 0.3334
H -3.9716 4.2123 2.2180 0.3919
H -3.0955 4.2738 3.7630 0.3273
```

Properties
**2S+1**: 1
**E_LUMO**: 3.59 eV
**Charge**: -2
**ΔE to the lowest compared entry with this formula, charge and spin**: 0.000 eV
**HOMO energy**: -0.12410 Ha


> Which value of 2S+1 does entry 3 give?

1


> The lowest charge belongs to which entry?

C29H29Br2N4O6STl


> The lowest HOMO energy belongs to which entry?

C2H4NP